The following is a DFT calculation (ωB97M-V/def2-TZVPD) of a cluster of 2 separate species, C5H11NO in total.

As for the SMILES: CC(C)C=O.C=N. As for the energy above the lowest of the compared OMol25 structures with the same formula, charge and spin: 175.9 kJ/mol. The value obtained for the LUMO energy is 0.98 eV.

```
! RIJCOSX wB97M-V def2-TZVPD def2/J DEFGRID3
* xyz 0 1
C -1.3053 -1.2450 0.0653
C -0.8676 0.2113 0.0058
C -1.9519 1.1944 0.4699
C 0.3432 0.4698 0.8712
O 0.6749 -0.1943 1.8277
H -1.4998 -1.5475 1.0987
H -0.5122 -1.8856 -0.3326
H -2.2165 -1.4003 -0.5233
H -0.5821 0.4725 -1.0223
H -2.8471 1.1075 -0.1542
H -2.2323 0.9880 1.5090
H -1.5982 2.2312 0.4136
H 0.9082 1.3952 0.6084
C 2.9632 -0.2309 -0.6707
N 1.9215 -0.7889 -1.1336
H 3.7792 0.1543 -1.2897
H 3.0627 -0.1089 0.4102
H 1.9601 -0.8225 -2.1535
*
```

Here are the Mulliken charges for atoms 1 to 6, given in e: number 1, C, carries -1.364; number 2, C, carries 0.796; number 3, C, carries -1.484; number 4, C, carries -0.255; number 5, O, carries -0.535; number 6, H, carries 0.298

***

The following is a DFT calculation (ωB97M-V/def2-TZVPD) of a structure of composition C17H32Cl2O2P2Pt in a non-equilibrium geometry.

As for the energy above the lowest of the compared OMol25 structures with the same formula, charge and spin: 101.8 kJ/mol. The value obtained for the LUMO energy (alpha / beta) is 0.04 / -0.12 eV.

```
! RIJCOSX wB97M-V def2-TZVPD def2/J DEFGRID3
* xyz 0 3
P -0.2842 -2.1228 -1.8450
P 0.0652 1.8991 -1.7023
C -0.5989 -0.7099 -2.9662
C 0.3021 0.5677 -2.9417
H -1.6780 -0.4636 -2.9194
H -0.4285 -1.1834 -3.9475
H 1.3781 0.3055 -2.9635
H 0.0938 1.0976 -3.8864
C -1.5130 2.6639 -2.0970
H -1.8213 3.3855 -1.3253
H -2.3206 1.9280 -2.2454
H -1.3647 3.2042 -3.0433
C 1.3227 3.0961 -2.1657
H 1.0047 3.5758 -3.0988
H 2.2874 2.5903 -2.3144
H 1.4314 3.8647 -1.3851
C -1.4181 -3.4088 -2.4009
H -1.4434 -4.2330 -1.6742
H -1.0529 -3.7823 -3.3753
H -2.4302 -2.9889 -2.5202
C 1.3664 -2.7422 -2.1845
H 2.1101 -1.9444 -2.3309
H 1.2982 -3.3180 -3.1201
H 1.7181 -3.4183 -1.3916
Pt 0.3425 -0.6415 2.6687
C 0.2896 1.8891 0.0631
C -0.9393 1.2674 0.5920
C -1.7712 0.2646 -0.0549
C -1.8589 -1.2624 0.3318
C -0.6187 -2.0614 -0.1027
C 0.6734 -1.4879 0.5753
C 1.4759 -0.4309 -0.1282
C 1.5690 1.0062 0.4436
C -0.0786 -2.0472 3.9574
H 0.4411 2.9141 0.4667
H -1.2586 1.6825 1.5712
H -1.4673 0.2652 -1.1177
H -2.8050 0.6808 0.0130
H -1.9802 -1.3790 1.4249
H -2.7484 -1.6490 -0.1664
H -0.7434 -3.1171 0.2200
H 1.3032 -2.3175 0.9398
H 1.0300 -0.3321 -1.1223
H 2.4951 -0.8258 -0.3342
H 1.7103 1.0030 1.5414
H 2.4725 1.4715 0.0072
H 0.8867 -2.0445 4.4823
H -0.2597 -2.9535 3.3661
H -0.9256 -1.7179 4.5702
Cl 0.0077 3.8902 5.0214
C 0.7189 2.3815 5.5750
Cl -0.2180 1.5646 6.8497
C 0.8251 1.4386 4.3632
O 1.9673 1.0068 4.0673
O -0.2763 1.0926 3.7822
H 1.7168 2.5858 5.9776
*
```

Here are the Mulliken charges for atoms 1 to 6, given in e: number 1, P, carries 1.940; number 2, P, carries 3.075; number 3, C, carries -1.037; number 4, C, carries -2.198; number 5, H, carries 0.226; number 6, H, carries 0.797

***

The following is a DFT calculation (ωB97M-V/def2-TZVPD) of an isolated molecule of C3H4BrNO in a non-equilibrium geometry.

As for the SMILES: O=C1NC[C@H]1Br. As for the energy above the lowest of the compared OMol25 structures with the same formula, charge and spin: 17.2 kJ/mol. The value obtained for the LUMO energy is 0.82 eV.

```
! RIJCOSX wB97M-V def2-TZVPD def2/J DEFGRID3
* xyz 0 1
O -0.4172 -2.3596 0.1154
C -0.1120 -1.2181 0.0193
N 0.8643 -0.5132 -0.5707
C 0.4839 0.8210 -0.1471
C -0.7165 0.2381 0.6161
Br -2.4530 0.7110 -0.0604
H 1.6088 -0.8030 -1.1865
H 0.2296 1.4853 -0.9750
H 1.2311 1.2960 0.4951
H -0.7191 0.3426 1.6938
*
```

Here are the Mulliken charges for atoms 1 to 6, given in e: number 1, O, carries -0.542; number 2, C, carries 0.277; number 3, N, carries -0.044; number 4, C, carries -0.490; number 5, C, carries -0.092; number 6, Br, carries -0.147

***

The following is a DFT calculation (ωB97M-V/def2-TZVPD) of a structure of composition C35H32AgI2N4OSi.

The value obtained for the LUMO energy is 0.93 eV.

```
! RIJCOSX wB97M-V def2-TZVPD def2/J DEFGRID3
* xyz -1 1
Ag 1.4513 -1.0343 0.2462
C -0.7660 -1.2432 4.4984
C -0.1354 -1.5763 3.2875
N 0.7731 -0.8226 2.7221
C 1.1252 0.3505 3.2914
C 0.5926 0.7414 4.5453
C -0.3869 -0.0909 5.1264
C 1.0465 1.9189 5.1830
C 2.0271 2.6528 4.5734
C 2.5343 2.3136 3.3137
C 2.0828 1.1998 2.5989
N 2.4851 0.7745 1.3826
C 3.2901 1.4594 0.5440
C 3.4663 2.8398 0.4380
C 4.3428 3.4126 -0.4917
C 5.0906 2.6552 -1.3525
C 4.9190 1.2517 -1.3390
C 5.6162 0.3970 -2.2192
C 5.3756 -0.9493 -2.2053
C 4.4018 -1.4389 -1.3190
N 3.7603 -0.6707 -0.4735
C 4.0062 0.6566 -0.4363
H -1.5221 -1.8972 4.9122
H -0.3941 -2.4920 2.7676
H -0.8241 0.2028 6.0747
H 0.6293 2.2009 6.1420
H 2.4224 3.5387 5.0588
H 3.3165 2.9368 2.9071
H 2.8911 3.5061 1.0652
H 4.4275 4.4939 -0.5095
H 5.7874 3.1007 -2.0518
H 6.3328 0.8304 -2.9080
H 5.8918 -1.6272 -2.8714
H 4.1276 -2.4885 -1.3239
N 0.4796 -0.7619 -2.9741
C 1.1934 -1.4458 -2.3597
H -0.2994 -0.1937 -3.2478
C -3.7083 -1.9026 1.1786
C -3.4667 -0.5361 0.5327
C -3.1381 0.4783 1.6298
C -4.7201 -0.0948 -0.2169
Si -1.9356 -0.6932 -0.5966
O -0.7141 -1.2601 0.2138
C -1.5574 1.0268 -1.3305
C -2.3543 1.7180 -2.2469
C -1.9902 2.9643 -2.7386
C -0.8098 3.5591 -2.3178
C -0.0113 2.9056 -1.3907
C -0.3900 1.6628 -0.9049
C -2.3793 -1.8932 -2.0074
C -1.9423 -3.2073 -1.8231
C -2.1827 -4.1947 -2.7655
C -2.8652 -3.8877 -3.9343
C -3.3002 -2.5887 -4.1450
C -3.0590 -1.6092 -3.1903
H -4.5204 -1.8379 1.9139
H -2.8092 -2.2550 1.6881
H -3.9921 -2.6518 0.4337
H -3.9616 0.5449 2.3525
H -2.9765 1.4772 1.2136
H -2.2337 0.1906 2.1689
H -5.5854 -0.0913 0.4583
H -4.9518 -0.7670 -1.0486
H -4.6128 0.9181 -0.6154
H -3.2965 1.2932 -2.5758
H -2.6321 3.4724 -3.4496
H -0.5183 4.5280 -2.7055
H 0.9115 3.3539 -1.0428
H 0.2399 1.1792 -0.1654
H -1.3803 -3.4467 -0.9262
H -1.8275 -5.2037 -2.5920
H -3.0510 -4.6540 -4.6775
H -3.8278 -2.3329 -5.0571
H -3.4044 -0.6021 -3.3925
I 1.4928 -3.7967 0.6447
I 1.9038 -6.4675 0.8322
*
```

Here are the Mulliken charges for atoms 1 to 6, given in e: number 1, Ag, carries 0.081; number 2, C, carries -0.820; number 3, C, carries -0.131; number 4, N, carries 0.225; number 5, C, carries 0.035; number 6, C, carries 1.419

***

The following is a DFT calculation (ωB97M-V/def2-TZVPD) of a cluster of 3 separate species, C12H19Cl4NO7S in total in a non-equilibrium geometry.

As for the SMILES: C=C[C@@]1(N=C=O)OS(=O)(=O)O[C@H]1OC[C@@H](C)O.ClCCCl.ClCCCl. The value obtained for the LUMO energy is -0.33 eV.

```
! RIJCOSX wB97M-V def2-TZVPD def2/J DEFGRID3
* xyz 0 1
C 2.5643 -1.6317 0.0789
C 1.5659 -0.7030 0.5735
C 1.1579 0.5316 -0.3761
N 2.2484 1.5527 -0.3426
C 2.2663 2.2192 0.7778
O 2.2194 2.9770 1.7739
O 1.0089 -0.1448 -1.6781
S -0.0578 0.7232 -2.6655
O -1.1556 -0.0349 -3.3572
O 0.9012 1.2955 -3.7045
O -0.4939 1.8647 -1.5036
C -0.3250 1.1894 -0.1970
O -1.2371 0.0613 -0.1969
C -2.5739 0.4619 0.2420
C -3.6147 -0.5543 -0.5070
C -4.0117 -1.8149 0.4567
O -4.7989 0.1075 -1.0202
H 2.5454 -2.0616 -0.9898
H 3.4051 -2.0349 0.7642
H 1.1050 -0.9412 1.5933
H -0.4636 1.9695 0.6513
H -2.6359 0.1993 1.3755
H -2.8167 1.5696 0.0565
H -3.0348 -1.0300 -1.3976
H -4.3745 -2.6974 -0.2001
H -3.0028 -2.1747 0.9106
H -4.7785 -1.5180 1.2551
H -4.8485 1.0421 -0.7116
Cl -0.9052 -2.6908 1.9105
C -0.9165 -4.2813 2.7130
C -2.1303 -4.4644 3.6032
Cl -2.0779 -3.4078 5.0367
H 0.0137 -4.3837 3.2755
H -0.9204 -5.0346 1.9221
H -2.1697 -5.4924 3.9698
H -3.0581 -4.2593 3.0653
Cl 3.1808 5.7910 -2.7469
C 3.7266 4.1206 -2.4551
C 5.0496 4.0712 -1.7161
Cl 6.4024 4.6548 -2.7181
H 3.7848 3.6099 -3.4183
H 2.9515 3.6343 -1.8591
H 5.2823 3.0401 -1.4410
H 5.0226 4.6692 -0.8027
*
```

Here are the Mulliken charges for atoms 1 to 6, given in e: number 1, C, carries -0.842; number 2, C, carries -0.584; number 3, C, carries 1.058; number 4, N, carries -0.379; number 5, C, carries 0.794; number 6, O, carries -0.512

***

The following is a DFT calculation (ωB97M-V/def2-TZVPD) of a structure of composition C2H4N2S2 in a non-equilibrium geometry.

As for the energy above the lowest of the compared OMol25 structures with the same formula, charge and spin: 263.8 kJ/mol. The value obtained for the LUMO energy is -1.18 eV.

```
! RIJCOSX wB97M-V def2-TZVPD def2/J DEFGRID3
* xyz 0 1
C 0.0983 -0.4369 0.1161
C -0.1230 0.9300 -0.3190
H 0.4878 -2.2123 -0.6566
H -0.2023 -1.0814 -1.9838
H -0.3902 -0.3192 2.0262
H 0.6607 1.7831 1.7297
N 0.4842 -1.2887 -1.0003
N -0.3277 -1.1050 1.1418
S 0.0956 2.3371 0.6832
S -0.7835 1.3934 -1.7373
*
```

Here are the Mulliken charges for atoms 1 to 6, given in e: number 1, C, carries 0.428; number 2, C, carries 0.251; number 3, H, carries 0.273; number 4, H, carries 0.281; number 5, H, carries 0.257; number 6, H, carries 0.103